(1)
The following is a DFT calculation (ωB97M-V with the def2-TZVPD basis set) of a cluster of 2 separate species, C3H11NO in total.

Geometry as XYZ:
```
16
Properties=species:S:1:pos:R:3:forces:R:3:mulliken_charge:R:1
H -2.6873 -0.2880 1.0692 0.313 -0.245 0.430 0.26
C 1.6412 0.8861 -0.8494 -0.958 -0.320 2.933 -0.10
H 0.7282 2.7413 -0.9735 -0.597 -0.181 0.395 0.21
O 1.1745 0.9056 0.6497 4.773 1.651 -0.868 -0.54
H 2.0473 1.3579 1.1382 -3.607 -1.717 -1.825 0.30
H 0.9351 0.1505 -1.2621 0.099 0.331 -0.089 0.17
N 1.5344 2.2536 -1.3004 0.758 -0.817 2.590 -0.49
H -1.9857 -1.6575 2.1488 -0.535 1.006 -0.292 0.25
H 2.6764 0.4396 -0.8893 -0.955 0.836 -0.126 0.27
H -1.8680 -2.7735 -0.0713 0.372 1.387 1.250 0.31
H -0.2768 -2.1032 0.1710 -0.169 0.521 0.366 0.27
C -1.3246 -1.7722 0.1548 -0.847 -1.807 -1.220 -0.91
H -1.5092 -1.3573 -0.8288 0.323 0.886 -0.148 0.26
H -0.8939 -0.2812 1.7382 -2.139 -0.820 -1.012 0.12
H 1.6289 2.4000 -2.2381 0.486 0.202 -2.989 0.18
C -1.8204 -0.9017 1.3432 2.684 -0.915 0.604 -0.58
```
Positions in Å, forces in eV/Å.

Properties
Frontier orbital gap = 10.56 eV
Structure (SMILES) = NCO.CC
Energy above the lowest of the compared OMol25 structures with the same formula, charge and spin = 1.991 eV

***

(2)
The following is a DFT calculation (ωB97M-V with the def2-TZVPD basis set) of a cluster of 2 separate species, C2H3Br2N in total.

Geometry as XYZ:
```
8
Properties=species:S:1:pos:R:3:forces:R:3:mulliken_charge:R:1
H 1.7921 -0.3759 1.1376 0.993 -0.855 -0.512 0.32
C 0.9812 0.2577 0.9342 -3.184 1.113 -0.670 -0.31
H -1.9916 -0.4720 -2.7232 -0.923 -0.245 0.585 0.21
C -0.3168 -0.4252 0.5884 -0.920 -1.476 0.897 0.21
Br -0.8156 -0.1843 -3.3866 0.951 0.247 -0.531 -0.22
N -1.3389 -0.9948 0.5961 2.224 1.351 -0.509 -0.37
H 1.0669 1.0896 0.2251 0.785 -0.542 0.110 0.24
Br 0.6226 1.1050 2.6285 0.074 0.408 0.632 -0.08
```
Positions in Å, forces in eV/Å.

Properties
Frontier orbital gap = 11.14 eV
Structure (SMILES) = N#CCBr.Br
Energy above the lowest of the compared OMol25 structures with the same formula, charge and spin = 0.236 eV

***

no.,E_LUMO (eV)
1,1.0
2,0.3